(1)
A cluster of 2 separate species, C25H56IN2O5Si in total, computed with ωB97M-V/def2-TZVPD.

Calculated values
LUMO energy: -2.553 eV
F_max: 0.0100 Eh/bohr
charge: +1
HOMO-LUMO gap: 8.307 eV
E: -56023.2290 eV

Last column: Löwdin charge in e.
Cartesian coordinates (Å):
I 2.849202 -1.048221 0.509903  1.04
Si -1.913125 1.232742 -1.683274  0.43
O -2.210996 6.906891 -5.936725  -0.18
O -1.848924 0.645438 -0.121694  -0.22
O -2.527040 4.050989 -5.311092  -0.21
O -0.846550 2.473520 2.139340  0.06
O 0.481461 -8.814288 -0.273270  -0.19
N 0.794412 4.581170 3.228404  -0.08
N 1.521913 2.534925 2.174872  -0.01
C 2.677449 -3.523278 3.442828  -0.23
C 1.757231 -5.830510 2.768547  -0.21
C -3.214971 2.561774 -1.665544  -0.14
C 1.967057 -7.161668 0.567284  -0.18
C 1.250541 -2.984185 3.553620  -0.21
C -0.243974 1.979497 -2.160433  -0.14
C 0.509255 0.514404 1.635977  -0.29
C -1.349455 6.166159 -5.096957  -0.21
C -2.332453 -0.129278 -2.891132  -0.15
C 2.767380 -5.044058 3.601577  -0.21
C -3.484832 7.162950 -5.375657  -0.11
C -0.709854 -9.184326 -0.940815  -0.10
C 1.937141 0.122955 2.064337  -0.73
C 0.260932 1.746780 2.495571  -0.28
C 1.144430 -1.531686 4.031399  -0.19
C -3.262048 3.876721 -6.510965  -0.10
C -1.206645 -0.579447 0.160892  -0.26
C -1.284879 4.707325 -5.495132  -0.21
C 2.065524 -5.799956 1.259443  -0.20
C 0.399237 5.320305 2.016594  -0.08
C -0.612731 -0.523297 1.562006  -0.12
C 0.555278 -7.457463 0.100131  -0.26
C 2.638227 1.502276 2.082706  -0.13
C 1.895972 3.691244 3.047890  -0.17
C 2.124573 -0.495973 3.474168  -0.21
H -2.797055 3.117011 -7.147740  0.09
H -4.258735 3.540268 -6.231605  0.09
H -2.936279 3.382771 -2.329420  0.02
H 0.299876 -6.818337 -0.757250  0.12
H 0.615898 0.905634 0.614817  0.11
H 1.378180 -5.107991 0.757253  0.11
H 3.308776 -3.057403 4.207278  0.11
H 0.378777 6.389912 2.213931  0.09
H 3.286233 1.620842 2.948820  0.13
H 2.183241 3.262394 4.008657  0.14
H 1.371516 2.871060 1.219186  0.18
H 2.786075 4.140079 2.582905  0.15
H -4.103572 7.585418 -6.164615  0.09
H 2.272013 -7.962103 1.244998  0.12
H -1.911286 -1.413318 0.086193  0.13
H -3.952559 6.248153 -5.002684  0.08
H 1.042821 5.239907 3.956816  0.12
H 3.105345 -3.254154 2.476979  0.04
H 3.146345 -0.877131 3.539692  0.11
H 3.067981 -5.392065 1.100601  0.11
H 0.743247 -5.461645 2.945614  0.10
H 2.089838 0.357063 4.163583  0.11
H -0.587388 5.009647 1.678646  0.07
H 0.147692 1.528781 -3.073114  0.03
H 1.756358 -6.865681 3.116811  0.11
H -0.358353 3.052579 -2.328235  0.02
H -3.326022 2.959997 -0.653967  0.03
H -1.668886 6.248886 -4.051200  0.12
H -0.958161 4.623782 -6.536647  0.13
H -3.341778 4.810994 -7.070805  0.09
H 1.105440 5.166117 1.191111  0.08
H 3.220557 1.726985 1.193371  0.11
H -1.368318 2.719955 2.921389  0.14
H 0.127710 -1.157889 3.898703  0.10
H -0.347651 6.599156 -5.180593  0.13
H -1.329297 -8.314271 -1.178539  0.08
H -1.439985 -0.556663 -3.351180  0.03
H 1.303896 -1.546958 5.112687  0.12
H -0.241807 -1.517768 1.808705  0.09
H -2.899569 -0.942572 -2.434804  0.04
H -0.542824 4.200996 -4.867925  0.11
H 0.523333 1.850679 -1.389882  0.00
H 3.767962 -5.358268 3.290032  0.11
H -2.938379 0.298846 -3.693742  0.04
H -3.414026 7.887818 -4.557411  0.09
H -1.409830 -0.264879 2.263741  0.14
H 2.637361 -7.205628 -0.293178  0.12
H -4.181362 2.175562 -1.990262  0.04
H -0.391358 -0.778226 -0.551905  0.11
H -0.456800 -9.693536 -1.872440  0.09
H 0.714318 -3.138301 2.611390  0.09
H 0.298391 1.513060 3.563954  0.18
H 2.672152 -5.313246 4.657038  0.11
H -0.164419 -7.245646 0.907158  0.13
H -1.297701 -9.863875 -0.318131  0.09
H 0.723329 -3.597232 4.290415  0.12

Forces on atoms 1 to 2 (eV/Å):
I -0.1 -0.1 0.0
Si -0.1 0.2 -0.3

---

(2)
A structure of composition C25H57Be2Br2Cl4N3O9S at a distorted geometry, computed with ωB97M-V/def2-TZVPD.

Calculated values
LUMO energy: -9.549 eV
F_max: 0.2155 Eh/bohr
charge: +2
HOMO-LUMO gap: 2.554 eV
E: -251522.6904 eV

Last column: Löwdin charge in e.
Cartesian coordinates (Å):
Br -3.433688 8.553157 3.752264  0.60
Br -5.371494 5.566742 2.769579  0.68
Cl 5.803576 -2.395438 -9.500147  0.56
Cl -0.284281 -0.961588 -1.013364  0.43
Cl 5.279409 -3.339990 -6.255914  0.61
Cl -1.448738 -2.467651 0.673837  0.22
S -3.433541 0.564886 9.624150  0.84
O 1.733843 -2.825532 -7.922028  -0.22
O 4.848435 1.050572 -3.978254  -0.03
O -2.649038 -7.804155 -1.112513  0.04
O -2.865946 1.587615 8.685327  -0.60
O 3.277657 -2.806098 0.173337  -0.14
O 1.228622 -1.494516 0.407312  -0.37
O 1.008299 2.560618 -0.224507  -0.12
O -2.105067 2.923319 2.702617  -0.10
O 2.659371 0.141418 -4.792472  -0.06
N 1.723328 1.064540 -6.871372  0.03
N -1.738558 3.821467 5.557598  -0.32
N -1.158479 -6.496911 0.082215  -0.19
C -1.828285 2.302803 5.396816  0.01
C 2.741539 1.663559 -2.593457  -0.06
C -4.911054 -0.128586 8.844668  -0.26
C 0.457819 -3.531714 -7.727898  -0.24
C -0.793658 -7.575155 0.977387  -0.04
C 2.695852 0.661483 -1.275075  -0.25
C 3.274770 -0.973514 -7.055885  -0.11
C -2.425455 -0.930025 9.473463  -0.26
C 3.506533 0.923436 -3.879028  -0.25
C 2.230268 -2.211675 -6.680480  -0.22
C -1.136213 4.491222 4.289887  -0.06
C -0.800555 4.113819 6.727648  0.02
C 2.953903 0.417270 -6.207028  -0.34
C -2.086418 -6.735947 -0.909422  -0.30
C 3.048503 -0.904354 -1.609082  -0.13
C 0.273681 2.777481 0.856105  -0.27
C 5.399987 -4.406847 -7.677700  -0.61
C -5.955656 7.413313 3.002202  -0.66
C 0.340041 -4.387405 -6.334370  -0.13
C -1.976994 4.305238 3.012935  -0.24
C -0.535603 -5.201552 0.258505  -0.18
C -3.115801 4.376423 5.879892  0.02
C -4.915285 8.384360 2.494408  -0.68
C 6.386378 -3.880473 -8.707679  -0.65
C 2.511630 -1.797033 -0.301165  -0.22
Be 5.061528 0.447784 -0.632773  0.79
Be 2.234096 -3.696358 1.713212  0.83
H -0.900714 -4.484156 -0.481496  0.02
H -2.880021 -1.736820 10.053110  0.06
H 3.840323 1.176283 -6.383787  0.17
H -5.283421 -0.962157 9.444911  0.06
H -5.675849 0.649848 8.794797  0.05
H -0.766341 -4.831330 1.261698  0.03
H -2.865679 2.825018 2.094605  0.13
H -1.030200 5.558306 4.516577  0.14
H 6.531364 -4.624219 -9.497210  0.08
H -6.189689 7.543053 4.062405  0.06
H 3.232259 2.694767 -2.324646  0.15
H 4.397280 -4.522287 -8.101266  0.08
H 3.071975 -0.740316 -8.205891  0.13
H -0.052046 -7.237768 1.706788  0.09
H -2.290480 -5.849815 -1.532141  0.14
H 7.361587 -3.665888 -8.259724  0.07
H 2.912941 -3.034960 -6.152539  0.06
H 1.927202 1.102678 -7.899223  0.09
H -2.344027 -1.221702 8.423560  0.05
H -0.333603 -3.768466 -5.603224  0.07
H 2.477372 -1.337477 -2.550841  0.17
H -2.967713 4.744877 3.116283  0.00
H 1.386896 -1.809290 -5.975591  0.13
H 0.731836 2.548562 1.833293  0.08
H -1.473951 4.794317 2.170544  0.12
H 1.774628 2.066564 -6.531166  0.08
H 4.406759 -1.281042 -6.962484  0.04
H -3.462894 3.921840 6.811772  0.11
H -3.034140 5.461637 5.988422  0.11
H -1.690252 -7.924381 1.498419  0.10
H -4.485088 8.095666 1.531395  0.06
H 1.629524 0.825879 -0.779680  0.09
H -4.675280 -0.470013 7.833809  0.06
H 4.215094 -1.117082 -1.741627  0.08
H 5.729705 -5.384096 -7.312299  0.08
H -5.334382 9.390986 2.412664  0.07
H 1.631268 1.877236 -2.950856  0.15
H -1.429017 -0.718552 9.868670  0.05
H -0.676370 2.222992 0.941189  0.09
H -1.212432 3.651301 7.629180  0.10
H -0.266436 -5.382142 -6.577729  0.09
H 3.482970 1.058790 -0.483495  -0.01
H 0.486725 -1.857916 -0.169288  -0.32
H -3.802488 4.121611 5.069581  0.07
H -2.677055 2.054976 4.757151  0.10
H 0.369900 -4.321014 -8.616930  0.13
H 0.547212 -5.311415 0.148199  0.06
H -0.143451 4.048964 4.156663  0.13
H 1.363165 -4.741202 -5.880326  0.08
H 0.182120 3.693125 6.496176  0.11
H -0.883519 1.937057 4.984331  0.11
H -0.499084 -2.857863 -7.806600  0.13
H -0.383139 -8.402155 0.390325  0.10
H -0.075801 3.809219 1.031243  0.09
H -0.735297 5.200416 6.854803  0.11
H -2.002871 1.864143 6.385154  0.08
H -6.876633 7.495403 2.418586  0.07

Forces on atoms 1 to 2 (eV/Å):
Br 0.0 -0.1 -0.1
Br -0.2 0.0 0.1

---

(3)
A cluster of 3 separate species, C25H59FNO11P3S in total at a distorted geometry, computed with ωB97M-V/def2-TZVPD.

Calculated values
LUMO energy: -0.824 eV
F_max: 0.1636 Eh/bohr
HOMO-LUMO gap: 7.632 eV
SMILES string: COCCCCCCCCCCN(P(C)C)S(=O)(=O)F.CCOP(=O)(OCC)OCC.CCOP(=O)(OCC)OCC
E: -92308.8224 eV

Last column: Löwdin charge in e.
Cartesian coordinates (Å):
S 0.385748 2.263259 1.197019  0.72
P 0.447849 -4.297538 1.266441  0.69
P -8.072581 -5.294684 -1.804229  0.69
P -0.302717 4.634352 -0.351877  0.85
F -1.072572 1.734690 0.639001  -0.19
O -0.869647 -4.209807 0.251306  -0.21
O -8.351356 -6.386334 -2.837532  -0.25
O 1.061487 -2.871938 0.569591  -0.19
O 9.202998 2.915094 -0.258564  -0.23
O 1.530748 1.467940 0.623344  -0.32
O -9.639677 -4.929344 -1.428397  -0.22
O -7.675012 -3.918667 -0.883077  -0.20
O 1.505414 -5.083678 0.268514  -0.23
O 0.020631 -5.498550 2.110334  -0.25
O -7.695432 -6.256915 -0.499787  -0.21
O 0.390911 1.991272 2.677859  -0.31
N 0.617269 3.947008 1.012113  -0.43
C -2.851628 -2.974652 0.900811  -0.08
C 5.255452 8.236389 1.080641  -0.20
C 2.162990 -6.270585 0.700455  -0.30
C -11.387269 -6.463165 -2.078694  -0.08
C 7.923831 3.268050 -0.826447  -0.21
C 4.306318 7.339478 2.016188  -0.20
C -10.682320 -5.151787 -2.372918  -0.30
C 2.236996 5.701528 1.860362  -0.15
C -5.432334 -7.063559 -0.168797  -0.09
C 1.443824 -7.495013 0.164663  -0.08
C 6.478293 5.397561 -1.389434  -0.21
C -0.404562 3.474828 -1.833546  -0.31
C 3.195509 6.699640 1.053493  -0.21
C 0.291503 6.350390 -0.824147  -0.30
C -6.839821 -7.384540 -0.634092  -0.29
C -5.495540 -3.509663 -1.910506  -0.08
C 9.118604 2.715155 1.153230  -0.14
C 2.065547 4.327099 1.030179  -0.25
C -6.315713 -3.598178 -0.641351  -0.31
C 6.129536 6.915067 -1.053520  -0.21
C 7.829117 4.871693 -0.755646  -0.17
C 0.492983 -1.615851 0.907808  -0.30
C -2.194347 -4.333012 0.748118  -0.29
C 6.433299 7.342807 0.449693  -0.20
C 0.446726 -1.373319 2.401039  -0.07
H 2.250341 -6.299380 1.788278  0.10
H 8.713092 5.245867 -1.350252  0.12
H -12.123792 -6.690991 -2.851457  0.08
H 7.973987 5.131232 0.329408  0.09
H 2.562306 4.357226 0.021419  0.12
H 3.848803 8.010709 2.806224  0.11
H -11.895376 -6.411080 -1.113637  0.08
H -10.301325 -5.120535 -3.395494  0.10
H 0.018118 -0.394391 2.617454  0.06
H 2.691313 5.536722 2.873842  0.11
H 3.180491 -6.244890 0.300508  0.11
H -0.496197 -1.524552 0.453819  0.10
H 7.790439 2.896553 -1.880738  0.13
H -5.908037 -2.752614 -2.581757  0.09
H 1.508139 -7.524663 -0.924998  0.07
H 2.612880 3.546176 1.648958  0.12
H -11.394644 -4.327994 -2.273902  0.11
H -0.157186 -2.135162 2.909038  0.07
H -2.756732 -4.924982 0.019410  0.11
H 6.669191 7.626936 -1.753388  0.11
H 0.157778 7.110012 0.002236  0.05
H -6.303787 -2.625312 -0.141970  0.12
H -5.889381 -4.312077 0.066290  0.09
H 8.503156 1.804517 1.431983  0.10
H 0.264890 2.560293 -1.764797  0.04
H -1.463643 3.065565 -1.867849  0.04
H -2.359656 -2.391438 1.684722  0.07
H 1.117020 -0.851165 0.442059  0.10
H 5.026126 7.048084 -1.292497  0.09
H 2.605277 7.544742 0.602514  0.10
H 4.873993 6.504961 2.527741  0.11
H -4.962200 -6.330727 -0.832157  0.06
H -2.784368 -2.400782 -0.027420  0.07
H -0.262644 4.031822 -2.812927  0.05
H 8.647005 3.590442 1.706759  0.09
H 6.454461 6.398515 1.084487  0.09
H -5.440351 -6.638924 0.838433  0.08
H 5.586484 4.719603 -1.189933  0.11
H 6.623255 5.353034 -2.518964  0.11
H -7.253995 -8.178139 -0.006093  0.12
H -6.812053 -7.762824 -1.658665  0.10
H -0.281259 6.700482 -1.725845  0.05
H -5.495447 -4.460878 -2.454508  0.07
H 7.446679 7.839716 0.546799  0.11
H -3.905641 -3.081031 1.171907  0.07
H 1.399143 6.375435 -1.095231  0.04
H -2.231431 -4.869489 1.699302  0.11
H 1.451435 -1.417249 2.827994  0.09
H 0.380400 -7.475289 0.411978  0.07
H 7.136730 2.826488 -0.130184  0.12
H 4.594917 8.580396 0.220151  0.10
H 5.645811 9.145836 1.619354  0.10
H -10.679832 -7.292323 -2.012115  0.07
H 1.881204 -8.410588 0.567239  0.08
H 1.183851 6.109858 1.967942  0.11
H 3.767847 6.153639 0.236300  0.09
H 10.172613 2.629823 1.546511  0.10
H -4.461622 -3.246134 -1.678772  0.07
H -4.809626 -7.961601 -0.165154  0.08

Forces on atoms 1 to 2 (eV/Å):
S 4.4 -3.6 4.9
P -0.8 -4.2 -7.0